Entry 1:
Density functional theory data (ωB97M-V/def2-TZVPD) for 7 unconnected molecules or ions with the total composition C33H65NO10 in a non-equilibrium geometry.

Element x y z (Å)
C  -5.51129  -1.75294  5.48399
C  -5.15084  -1.94212  3.99825
C  -6.16506  -1.21711  3.11519
C  -5.97536  -1.53634  1.61750
C  -5.16259  -0.43306  0.92511
C  -5.30585  -0.58897  -0.58489
N  -4.54645  0.35234  -1.45420
C  -3.17757  0.63955  -1.00546
C  -2.95904  1.94279  -0.26847
O  -2.02873  2.58744  -0.50809
O  -3.83559  2.33607  0.68258
C  -5.26410  1.51605  -1.79724
O  -5.07770  2.05335  -2.80362
O  -6.19113  2.00315  -0.96766
H  -5.18827  -0.76978  5.81151
H  -6.59081  -1.78990  5.59114
H  -5.02247  -2.47718  6.12436
H  -4.16091  -1.52244  3.84791
H  -5.18664  -3.00435  3.78551
H  -7.16875  -1.44965  3.45907
H  -6.01399  -0.14914  3.25583
H  -5.49312  -2.49952  1.50844
H  -6.97459  -1.59883  1.19572
H  -5.54530  0.50454  1.31688
H  -4.14493  -0.55613  1.28142
H  -6.35082  -0.47079  -0.84191
H  -4.97515  -1.58723  -0.84886
H  -2.56715  0.71932  -1.89407
H  -2.78100  -0.21174  -0.47008
H  -4.00900  3.28235  0.59301
H  -6.05989  1.67541  -0.06507
C  -4.68260  5.62898  3.71232
C  -3.52002  4.66064  3.52791
C  -3.21432  4.26490  4.96428
O  -4.45305  4.32982  5.67681
C  -5.43274  4.99280  4.87347
H  -5.30152  5.75027  2.82382
H  -4.30566  6.61275  4.00145
H  -3.84965  3.78624  2.96136
H  -2.66223  5.09478  3.01556
H  -2.51512  4.96793  5.42934
H  -2.80038  3.25933  5.04688
H  -6.14907  4.24292  4.51958
H  -5.96785  5.72207  5.48240
C  0.73487  -3.73744  -0.82104
C  0.98050  -2.25220  -1.05327
C  -0.42101  -1.73257  -1.29302
O  -1.30749  -2.56652  -0.53095
C  -0.58614  -3.71841  -0.06463
H  1.53407  -4.23479  -0.27491
H  0.60905  -4.24759  -1.77940
H  1.39929  -1.80290  -0.14775
H  1.64897  -2.03954  -1.87603
H  -0.69959  -1.81400  -2.34925
H  -0.54298  -0.69364  -0.98190
H  -0.42493  -3.60493  1.01318
H  -1.18540  -4.61443  -0.23221
C  3.27241  1.97151  -3.15550
C  2.82238  2.22825  -1.72456
C  1.67814  1.23959  -1.58126
O  1.99076  0.12275  -2.42344
C  3.08861  0.46617  -3.27824
H  4.29400  2.29137  -3.35855
H  2.60572  2.48736  -3.84888
H  3.62785  1.97961  -1.02783
H  2.51717  3.25669  -1.53720
H  0.73375  1.67497  -1.92688
H  1.54393  0.89157  -0.55511
H  3.97755  -0.07473  -2.93187
H  2.86579  0.14839  -4.29755
C  5.85943  -6.44404  -1.13214
C  6.09941  -4.95677  -1.35666
C  4.68541  -4.44559  -1.58704
O  3.81664  -5.28780  -0.82192
C  4.54437  -6.43354  -0.36716
H  6.66164  -6.94169  -0.58908
H  5.73159  -6.95087  -2.09209
H  6.52022  -4.50700  -0.45542
H  6.76968  -4.73985  -2.18733
H  4.39766  -4.52731  -2.64112
H  4.55412  -3.40852  -1.27225
H  4.71319  -6.32547  0.70988
H  3.94874  -7.33152  -0.53614
C  -1.30619  3.96398  -4.48729
C  -0.91874  5.24314  -3.75727
C  0.56094  5.01387  -3.49253
O  1.04994  4.20430  -4.56877
C  -0.06018  3.69097  -5.31634
H  -2.20580  4.05800  -5.09318
H  -1.46368  3.15772  -3.76658
H  -1.05328  6.10449  -4.41646
H  -1.48942  5.41888  -2.84659
H  0.71426  4.46700  -2.55541
H  1.13287  5.94190  -3.45044
H  -0.09749  4.21730  -6.27608
H  0.09402  2.62829  -5.50952
C  8.95659  -1.57620  2.07743
C  7.83351  -1.01094  1.21754
C  7.96138  -1.84570  -0.04753
O  8.46387  -3.12448  0.35465
C  8.91304  -3.05211  1.71242
H  8.82550  -1.39981  3.14405
H  9.91256  -1.14223  1.77475
H  6.86862  -1.19809  1.69521
H  7.91793  0.05846  1.02972
H  8.67793  -1.40171  -0.74660
H  7.00915  -1.97749  -0.56468
H  8.19632  -3.59428  2.33893
H  9.88524  -3.53837  1.79809

Orbital gap: 0.3562 hartree
SMILES: CCCCCCN(CC(=O)O)C(=O)O.C1CCOC1.C1CCOC1.C1CCOC1.C1CCOC1.C1CCOC1.C1CCOC1
2S+1: 1

Löwdin atomic charge list, values in e, 5 entries:
1 C -0.110
2 C -0.261
3 C -0.221
4 C -0.195
5 C -0.196

***

Entry 2:
Density functional theory data (ωB97M-V/def2-TZVPD) for 8 unconnected molecules or ions with the total composition C33H67BO27P.

Element x y z (Å)
C  -2.47414  6.21826  -2.10061
C  -2.53221  4.92316  -1.81148
C  -1.38930  3.96359  -1.94376
P  -1.68433  2.41562  -3.11867
C  -3.44509  1.99852  -2.36739
C  -3.68447  1.47896  -0.92485
C  -3.33437  2.39535  0.21755
O  -4.06411  3.26084  0.62191
O  -2.11030  2.22656  0.81719
C  -2.43673  3.58892  -4.45755
O  -2.18219  2.95745  -5.74992
C  -1.53681  3.67449  -6.66400
C  -0.43261  2.88401  -7.30996
O  -1.78660  4.82094  -6.93832
O  -0.10476  2.68718  -3.99638
C  1.10974  2.89484  -3.35273
C  2.06383  1.70441  -3.52143
B  -0.79506  1.05801  -1.96354
C  -1.03742  -0.47708  -2.30166
O  0.07208  1.32620  -0.92166
H  -3.38686  6.77843  -2.27090
H  -1.53174  6.75269  -2.15412
H  -3.48147  4.55833  -1.43096
H  -1.08689  3.62194  -0.94786
H  -0.57285  4.57133  -2.34299
H  -1.89218  1.31880  -4.06023
H  -4.16869  2.80541  -2.51068
H  -3.83312  1.19904  -3.00767
H  -4.77426  1.39794  -0.82087
H  -3.33698  0.45355  -0.76316
H  -2.01412  1.32561  1.14332
H  -3.51956  3.70834  -4.39897
H  -1.92633  4.54838  -4.46160
H  -0.19622  3.28155  -8.29443
H  -0.73292  1.84009  -7.40043
H  0.42421  2.90455  -6.63567
H  1.60724  3.76791  -3.81352
H  1.05497  3.16302  -2.29279
H  2.81413  1.67028  -2.72680
H  2.53815  1.71672  -4.50429
H  1.49515  0.77336  -3.46757
H  -0.26656  -0.78676  -3.01614
H  -1.99107  -0.60797  -2.81988
H  -1.02520  -1.11797  -1.41158
H  0.46747  0.51472  -0.58331
C  1.42394  -4.99879  0.89799
O  0.41022  -4.05123  0.54489
C  -0.66448  -4.05964  1.33010
O  -0.84508  -4.77956  2.27803
O  -1.50812  -3.13264  0.87718
C  -2.72899  -3.02165  1.61549
H  2.22073  -4.86684  0.17259
H  1.80636  -4.79949  1.89663
H  1.03564  -6.01453  0.84398
H  -2.52727  -2.74913  2.64979
H  -3.28124  -3.95883  1.58320
H  -3.29709  -2.23739  1.12420
C  -1.50481  3.25439  7.69248
O  -1.24971  4.08727  6.56324
C  -1.88001  3.69811  5.44305
O  -2.60254  2.73623  5.36371
O  -1.56751  4.53924  4.47505
C  -2.18339  4.25009  3.20021
H  -0.93685  3.68661  8.51172
H  -2.56594  3.24821  7.93664
H  -1.17143  2.23497  7.50434
H  -3.26597  4.30662  3.28179
H  -1.88841  3.27115  2.84430
H  -1.82536  5.01214  2.51617
C  -6.48941  4.90313  -0.28671
O  -7.12629  5.43908  -1.45983
C  -7.68468  6.62673  -1.29750
O  -7.71827  7.27481  -0.28130
O  -8.22298  7.00299  -2.46499
C  -8.85387  8.28165  -2.43200
H  -6.07974  3.94286  -0.57317
H  -5.68231  5.55371  0.04105
H  -7.21871  4.77971  0.51235
H  -8.13640  9.05876  -2.17376
H  -9.67237  8.29033  -1.71361
H  -9.23595  8.44685  -3.43538
C  -0.37754  -4.37427  -2.48845
O  -1.47450  -5.06665  -3.10286
C  -1.13966  -6.18681  -3.72498
O  -0.03219  -6.65588  -3.81126
O  -2.24591  -6.72526  -4.24931
C  -2.02466  -7.94529  -4.95716
H  -0.78365  -3.48632  -2.01612
H  0.09088  -5.00313  -1.73701
H  0.35432  -4.08287  -3.23976
H  -1.61206  -8.70523  -4.29561
H  -1.34825  -7.78675  -5.79526
H  -3.00034  -8.25561  -5.31946
C  7.34599  -5.95415  1.73551
O  7.03181  -5.33914  2.99020
C  5.80483  -4.82067  3.05094
O  4.99039  -4.84153  2.16497
O  5.63733  -4.27647  4.25379
C  4.35056  -3.67667  4.45767
H  8.36168  -6.32385  1.83692
H  6.66517  -6.77852  1.53254
H  7.29077  -5.22705  0.92779
H  3.56112  -4.41956  4.36073
H  4.18651  -2.86808  3.74830
H  4.35932  -3.28586  5.47131
C  6.33567  -0.34814  -1.99142
O  5.28065  -0.92099  -2.76616
C  5.57029  -2.09513  -3.31880
O  6.61677  -2.68603  -3.21744
O  4.50451  -2.50953  -3.99973
C  4.66624  -3.77252  -4.64942
H  5.94282  0.59199  -1.61665
H  6.60012  -1.00121  -1.16147
H  7.21185  -0.16659  -2.61129
H  4.86844  -4.55542  -3.92064
H  5.47665  -3.72909  -5.37493
H  3.72361  -3.96546  -5.15207
C  6.65038  -3.99602  8.33283
O  6.32485  -3.36741  9.57667
C  5.09813  -2.84876  9.60950
O  4.29845  -2.87401  8.70935
O  4.90561  -2.29587  10.80607
C  3.61712  -1.69410  10.97387
H  7.66444  -4.37035  8.43334
H  5.97373  -4.82436  8.13205
H  6.60414  -3.27693  7.51742
H  2.83020  -2.43708  10.86056
H  3.47141  -0.89409  10.25087
H  3.61086  -1.29271  11.98247

Orbital gap: 0.1979 hartree
Charge: -1
2S+1: 1

Löwdin atomic charge list, values in e, 5 entries:
1 C -0.026
2 C -0.252
3 C -0.242
4 P 0.681
5 C -0.267

***

Number 1: HOMO level -9.31 eV, energy -57237.7346 eV. Number 2: HOMO level -3.79 eV, energy -100555.2203 eV.